Record 1
Computed, not measured: 2 unconnected molecules or ions with the total composition C8H21N4 at a distorted geometry, with ωB97M-V with the def2-TZVPD basis set.

Last column: Löwdin spin population.
Cartesian coordinates (Å):
1 C 0.166 -0.360 -0.719  0.107
2 C 1.917 1.503 -0.954  0.005
3 C -0.504 -3.336 1.882  0.005
4 C -1.576 0.854 -3.684  0.129
5 C 1.587 0.147 -0.388  0.061
6 C -0.025 -1.822 -0.172  0.047
7 C 0.046 -1.993 1.417  0.009
8 C -1.020 0.602 -2.401  0.642
9 N -0.186 -0.244 -2.043  0.737
10 N -0.969 0.668 0.066  0.003
11 N -1.643 1.440 -0.954  0.158
12 N 0.143 2.077 2.128  0.000
13 H 2.811 1.661 -0.479  0.001
14 H 1.311 2.355 -0.762  0.001
15 H 1.963 1.437 -2.110  0.002
16 H -0.908 -3.075 2.941  0.001
17 H 0.365 -4.125 1.957  0.000
18 H -1.373 -3.705 1.302  0.000
19 H -1.439 0.087 -4.345  0.006
20 H -2.683 1.164 -3.798  0.019
21 H -1.114 1.655 -4.130  0.046
22 H 1.610 0.048 0.708  0.004
23 H 2.322 -0.746 -0.559  0.002
24 H -1.017 -2.169 -0.372  0.001
25 H 0.794 -2.357 -0.836  0.000
26 H -0.387 -1.199 1.992  0.000
27 H 1.149 -1.771 1.569  0.000
28 H -0.299 0.988 0.813  -0.001
29 H -1.640 0.098 0.397  0.002
30 H -1.150 2.302 -0.869  0.011
31 H 0.264 1.576 3.000  0.000
32 H -0.753 2.514 2.015  0.000
33 H 0.890 2.675 1.910  0.000

Energy relative to the best compared isomer or geometry (same formula, charge and spin), kcal/mol: 75.6
E, Eh: -535.8864
Frontier orbital gap (spin up / spin down), eV: 6.7 / 6.9
Net charge: +1
E_LUMO (spin up / spin down), eV: -2.61 / -7.22
Multiplicity: 3

***

Record 2
Computed, not measured: a molecular structure, C40H47N8O3PS3Y at a distorted geometry, with ωB97M-V with the def2-TZVPD basis set.

Last column: Löwdin charge in e.
Cartesian coordinates (Å):
1 Y 0.394 -0.197 -0.934  1.152
2 C 1.548 0.672 4.794  -0.050
3 C 0.531 -0.294 5.411  -0.549
4 C -0.573 0.526 6.096  -0.037
5 C 1.266 -1.130 6.468  -0.056
6 C -0.095 -1.232 4.371  -0.165
7 C -0.935 -2.273 4.810  -0.043
8 C -1.492 -3.186 3.939  -0.079
9 C -1.213 -3.062 2.582  -0.469
10 S -1.669 -4.079 1.254  1.111
11 C -0.766 -3.054 0.165  -0.516
12 N -0.218 -2.015 0.735  0.022
13 C -0.424 -2.012 2.113  -0.287
14 C 0.141 -1.101 3.011  0.017
15 C -0.633 -3.347 -1.264  -0.306
16 C -1.168 -4.530 -1.781  -0.086
17 C -1.054 -4.792 -3.132  -0.106
18 C -0.409 -3.866 -3.946  -0.099
19 C 0.110 -2.696 -3.408  -0.136
20 C 0.028 -2.381 -2.044  -0.155
21 H 1.987 1.285 5.584  0.087
22 H 1.088 1.342 4.074  0.067
23 H 2.358 0.135 4.293  0.082
24 H -0.142 1.158 6.877  0.084
25 H -1.317 -0.125 6.562  0.079
26 H -1.086 1.172 5.384  0.073
27 H 1.741 -0.470 7.198  0.082
28 H 2.041 -1.743 6.004  0.088
29 H 0.588 -1.792 7.008  0.072
30 H -1.153 -2.372 5.866  0.104
31 H -2.121 -3.986 4.308  0.105
32 H 0.764 -0.321 2.606  0.081
33 H -1.675 -5.244 -1.138  0.077
34 H -1.466 -5.703 -3.550  0.093
35 H -0.322 -4.058 -5.010  0.093
36 H 0.585 -1.993 -4.086  0.058
37 C 3.483 -1.795 1.588  -0.043
38 N 3.993 -0.461 1.312  0.047
39 C 3.200 0.499 0.812  -0.621
40 N 3.798 1.665 0.426  0.182
41 O 1.966 0.347 0.765  -0.144
42 H 3.163 -1.893 2.627  0.076
43 H 4.266 -2.518 1.373  0.089
44 H 2.633 -2.010 0.943  0.077
45 H 4.986 -0.345 1.196  0.132
46 H 4.715 1.558 0.009  0.076
47 H 3.175 2.262 -0.096  0.110
48 C -3.369 -1.277 -2.039  -0.072
49 C -3.285 0.009 -2.823  -0.229
50 C -4.207 0.225 -3.834  -0.101
51 C -4.167 1.350 -4.648  -0.144
52 C -3.150 2.270 -4.430  -0.103
53 C -2.207 2.104 -3.427  -0.245
54 C -1.118 3.140 -3.285  -0.109
55 C -2.243 0.961 -2.562  -0.356
56 N -1.360 0.801 -1.552  -0.314
57 H -4.393 -1.475 -1.710  0.076
58 H -2.725 -1.238 -1.162  0.030
59 H -3.041 -2.129 -2.643  0.074
60 H -4.980 -0.523 -3.994  0.097
61 H -4.898 1.500 -5.433  0.075
62 H -3.081 3.152 -5.063  0.097
63 H -0.538 3.229 -4.208  0.064
64 H -0.436 2.865 -2.482  0.023
65 H -1.530 4.130 -3.061  0.071
66 O 5.951 0.182 -1.367  -0.333
67 S 5.106 -0.767 -2.071  0.629
68 O 5.280 -2.148 -1.712  -0.301
69 N 3.539 -0.309 -1.986  -0.122
70 C 3.089 0.114 -3.156  -0.808
71 S 1.551 0.729 -3.417  0.697
72 C 4.089 -0.002 -4.266  -0.226
73 C 3.933 0.312 -5.605  -0.024
74 C 5.009 0.097 -6.456  -0.068
75 C 6.212 -0.420 -5.979  -0.076
76 C 6.369 -0.733 -4.635  -0.037
77 C 5.286 -0.513 -3.809  -0.225
78 H 2.990 0.708 -5.959  0.101
79 H 4.913 0.331 -7.508  0.103
80 H 7.034 -0.580 -6.665  0.101
81 H 7.297 -1.136 -4.251  0.119
82 C -3.641 1.957 2.938  -0.213
83 N -4.032 1.640 1.572  -0.147
84 C -4.194 2.888 0.831  -0.191
85 N -3.021 3.759 0.869  -0.149
86 C -2.671 4.003 2.261  -0.218
87 N -2.448 2.794 3.049  -0.155
88 C -1.288 2.064 2.508  -0.339
89 P -1.369 1.502 0.690  0.942
90 C -3.064 0.763 0.903  -0.296
91 C -1.912 3.181 0.100  -0.301
92 H -3.468 1.023 3.481  0.119
93 H -4.472 2.488 3.412  0.117
94 H -5.035 3.436 1.269  0.118
95 H -4.427 2.655 -0.209  0.131
96 H -3.492 4.562 2.721  0.116
97 H -1.768 4.618 2.296  0.118
98 H -1.140 1.173 3.117  0.039
99 H -0.397 2.691 2.635  0.077
100 H -2.971 -0.167 1.475  0.087
101 H -3.447 0.510 -0.086  0.064
102 H -2.220 3.088 -0.941  0.060
103 H -1.060 3.868 0.136  0.088

Energy relative to the best compared isomer or geometry (same formula, charge and spin), kcal/mol: 8.4
E, Eh: -3790.6777
Frontier orbital gap, eV: 4.9
Net charge: -1
E_LUMO, eV: 1.94

***

Record 3
Computed, not measured: CH7N2PS in the gas phase at a distorted geometry, with ωB97M-V with the def2-TZVPD basis set.

Last column: natural (NBO) charge in e.
Cartesian coordinates (Å):
1 C -1.430 0.213 0.879  -0.870
2 N 0.570 1.208 -1.062  -1.218
3 N 0.492 -1.454 -0.532  -1.196
4 P 0.487 0.099 0.123  1.599
5 S 1.990 0.493 1.288  -0.650
6 H -1.503 0.522 1.884  0.239
7 H -1.947 0.945 0.078  0.240
8 H -1.779 -0.799 0.711  0.201
9 H 0.636 0.974 -2.025  0.406
10 H 1.484 1.719 -0.959  0.424
11 H 1.373 -1.968 -0.102  0.430
12 H -0.374 -1.951 -0.283  0.396

Energy relative to the best compared isomer or geometry (same formula, charge and spin), kcal/mol: 0.0
E, Eh: -891.3746
Frontier orbital gap, eV: 9.4
Net charge: 0
E_LUMO, eV: 0.78

***

Record 4
Computed, not measured: a molecular structure, C37H28AuF5N4O2PS at a distorted geometry, with ωB97M-V with the def2-TZVPD basis set.

Last column: Löwdin spin population.
Cartesian coordinates (Å):
1 Au 0.343 0.631 -1.100  0.466
2 C -4.234 0.870 0.143  0.000
3 C -3.629 0.220 -1.089  -0.001
4 C -4.724 -0.435 -1.954  0.000
5 C -2.842 1.216 -1.905  0.005
6 C -3.553 2.515 -2.284  0.004
7 O -2.977 3.535 -1.438  0.014
8 C -1.906 2.940 -0.770  0.017
9 N -1.766 1.705 -1.013  0.151
10 C -1.109 3.750 0.218  0.001
11 C -1.267 5.080 0.212  0.001
12 C -0.508 5.901 1.064  0.004
13 C 0.356 5.311 1.941  0.000
14 C 0.575 3.930 1.936  0.008
15 C -0.124 3.107 1.055  0.005
16 P 0.303 1.381 1.092  0.067
17 C 1.962 1.197 1.837  0.006
18 C 3.136 1.730 1.254  0.006
19 C 4.398 1.444 1.742  0.000
20 C 4.570 0.657 2.843  0.007
21 C 3.416 0.063 3.454  -0.001
22 C 2.134 0.327 3.001  0.007
23 C -0.830 0.568 2.178  0.010
24 C -1.291 -0.712 1.789  0.003
25 C -2.145 -1.459 2.601  0.000
26 C -2.582 -0.830 3.743  0.000
27 C -2.324 0.527 4.022  0.000
28 C -1.378 1.234 3.283  0.003
29 H -4.741 0.110 0.730  0.000
30 H -4.913 1.597 -0.221  0.000
31 H -3.548 1.352 0.814  0.000
32 H -2.860 -0.424 -0.697  0.000
33 H -5.282 0.388 -2.428  0.000
34 H -5.426 -1.094 -1.398  0.000
35 H -4.233 -0.923 -2.823  0.000
36 H -2.437 0.731 -2.783  0.000
37 H -4.616 2.458 -2.108  0.001
38 H -3.353 2.843 -3.304  0.000
39 H -1.914 5.534 -0.476  0.000
40 H -0.581 7.012 0.975  0.000
41 H 1.024 5.865 2.580  0.000
42 H 1.339 3.518 2.624  0.000
43 H 3.156 2.177 0.282  0.000
44 H 5.293 1.824 1.228  0.000
45 H 5.590 0.471 3.218  0.000
46 H 3.571 -0.682 4.224  0.000
47 H 1.270 -0.192 3.328  0.000
48 H -0.895 -1.184 0.905  0.001
49 H -2.345 -2.516 2.298  0.000
50 H -3.281 -1.311 4.453  0.000
51 H -2.694 0.898 5.017  0.000
52 H -0.959 2.171 3.606  0.000
53 S -1.611 -1.332 -4.454  0.025
54 C -0.545 -0.358 -3.757  0.012
55 N 0.090 0.405 -3.125  0.018
56 F 1.543 -7.445 -2.130  0.063
57 C 1.024 -6.211 -1.915  0.199
58 C 0.516 -5.925 -0.676  -0.007
59 F 0.584 -6.808 0.342  -0.015
60 C 0.143 -4.639 -0.466  0.152
61 F -0.339 -4.276 0.722  0.044
62 C 0.329 -3.572 -1.414  0.077
63 O -0.085 -2.382 -1.114  0.372
64 C 1.134 -3.887 -2.582  0.107
65 F 1.490 -2.960 -3.429  0.035
66 C 1.367 -5.219 -2.883  -0.015
67 F 2.157 -5.592 -3.883  -0.014
68 N 3.689 -4.152 0.813  0.003
69 C 3.671 -3.276 0.041  0.002
70 C 3.667 -2.095 -0.815  0.003
71 C 4.440 -1.912 -1.964  0.001
72 C 4.202 -0.774 -2.708  0.004
73 C 3.231 0.116 -2.349  0.011
74 N 2.510 -0.081 -1.255  0.122
75 C 2.719 -1.116 -0.470  0.012
76 H 5.148 -2.671 -2.326  0.000
77 H 4.767 -0.691 -3.608  0.001
78 H 2.952 1.055 -2.843  0.001
79 H 2.038 -1.225 0.350  0.002

Energy relative to the best compared isomer or geometry (same formula, charge and spin), kcal/mol: 3.6
E, Eh: -3170.4781
Frontier orbital gap (spin up / spin down), eV: 7.5 / 5.6
Net charge: +1
E_LUMO (spin up / spin down), eV: -3.06 / -5.07
Multiplicity: 3

***

> Among the records above, which one has the lowest energy relative to the best compared isomer or geometry (same formula, charge and spin)?

CH7N2PS